Entry 1:
Density functional theory data (wB97M-V/def2-TZVPD) for C40H73N3O12S as an isolated structure.

The geometry in ORCA input format:
```
! wB97M-V def2-TZVPD RIJCOSX def2/J DEFGRID3
* xyz 0 1
C 5.545 -1.570 2.329
C 4.889 -0.255 1.840
C 5.429 0.133 0.459
C 5.324 1.648 0.228
C 3.853 2.088 0.039
C 3.493 3.384 0.780
C 1.990 3.414 1.194
C 1.340 4.747 0.807
C -0.209 4.761 0.705
C -0.919 3.461 1.074
C -1.016 2.396 -0.058
C -0.229 2.674 -1.337
C -0.261 1.400 -2.227
C 1.059 0.656 -2.260
C 0.999 -0.673 -3.021
C -0.142 -1.546 -2.475
C 0.102 -3.055 -2.571
C -1.233 -3.797 -2.431
C -1.882 -3.559 -1.041
C -3.087 -2.636 -1.175
C -3.710 -2.164 0.125
C -3.161 -2.483 1.403
C -3.684 -2.020 2.580
C -3.044 -2.367 3.895
N -3.041 -1.249 4.841
C -2.101 -0.182 4.455
C -4.849 -1.188 2.519
N -5.543 -0.613 3.518
S -6.724 0.213 2.868
N -6.493 -0.075 1.293
C -5.411 -0.859 1.252
C -4.817 -1.366 0.064
H 6.433 -1.322 2.905
H 5.891 -2.138 1.470
H 4.880 -2.157 2.953
H 3.811 -0.377 1.816
H 5.160 0.525 2.549
H 4.822 -0.365 -0.301
H 6.457 -0.198 0.318
H 5.915 1.951 -0.632
H 5.710 2.121 1.130
H 3.196 1.268 0.318
H 3.727 2.242 -1.034
H 4.114 3.455 1.670
H 3.702 4.224 0.122
H 1.520 2.563 0.717
H 1.957 3.317 2.275
H 1.760 5.100 -0.135
H 1.642 5.487 1.545
H -0.566 5.517 1.405
H -0.554 5.101 -0.266
H -1.943 3.730 1.333
H -0.511 3.014 1.976
H -0.735 1.420 0.342
H -2.062 2.305 -0.345
H 0.796 2.989 -1.155
H -0.709 3.466 -1.909
H -1.065 0.790 -1.821
H -0.578 1.659 -3.237
H 1.462 0.452 -1.266
H 1.782 1.296 -2.771
H 0.842 -0.457 -4.079
H 1.946 -1.207 -2.954
H -0.264 -1.269 -1.430
H -1.037 -1.307 -3.044
H 0.543 -3.302 -3.534
H 0.745 -3.359 -1.745
H -1.906 -3.388 -3.186
H -1.141 -4.857 -2.663
H -1.119 -3.138 -0.391
H -2.217 -4.519 -0.656
H -2.791 -1.742 -1.719
H -3.857 -3.117 -1.776
H -2.270 -3.093 1.442
H -2.010 -2.702 3.744
H -3.567 -3.188 4.386
H -2.757 -1.595 5.745
H -2.627 0.761 4.312
H -1.607 -0.426 3.515
H -1.338 -0.046 5.218
H -5.253 -1.089 -0.886
C 7.039 -4.093 6.253
O 7.518 -3.680 4.972
C 8.620 -4.312 4.569
O 9.209 -5.163 5.181
O 8.956 -3.835 3.372
C 10.131 -4.427 2.813
H 6.148 -3.505 6.452
H 6.778 -5.150 6.243
H 7.782 -3.895 7.023
H 9.991 -5.497 2.670
H 10.994 -4.243 3.450
H 10.287 -3.952 1.849
C -9.104 5.619 6.877
O -8.662 4.267 6.752
C -7.565 4.118 6.009
O -6.957 5.002 5.466
O -7.262 2.822 5.973
C -6.097 2.512 5.203
H -9.994 5.596 7.500
H -8.343 6.230 7.358
H -9.356 6.033 5.903
H -5.219 3.002 5.621
H -6.234 2.809 4.165
H -5.958 1.438 5.257
C -3.910 -5.512 -4.789
O -4.231 -5.717 -6.164
C -3.989 -4.661 -6.940
O -3.541 -3.606 -6.574
O -4.327 -4.975 -8.189
C -4.118 -3.925 -9.135
H -4.150 -6.434 -4.267
H -2.849 -5.300 -4.668
H -4.506 -4.702 -4.371
H -3.065 -3.653 -9.180
H -4.720 -3.055 -8.882
H -4.432 -4.313 -10.100
C 2.513 4.019 -3.844
O 1.705 3.692 -4.974
C 2.357 3.704 -6.136
O 3.522 3.959 -6.288
O 1.494 3.384 -7.099
C 2.062 3.358 -8.409
H 1.877 3.964 -2.965
H 3.322 3.298 -3.726
H 2.927 5.022 -3.937
H 2.853 2.613 -8.470
H 2.448 4.339 -8.681
H 1.258 3.086 -9.088
*
```

Values from the calculation:
* DFT total energy: -82539.2502 eV
* frontier orbital gap: 8.25 eV
* HOMO energy: -8.6 eV

***

Entry 2:
Density functional theory data (wB97M-V/def2-TZVPD) for a 3-piece molecular cluster, C40H74BN3O4 overall.

The geometry in ORCA input format:
```
! wB97M-V def2-TZVPD RIJCOSX def2/J DEFGRID3
* xyz 0 1
C 0.304 -5.803 1.754
C -1.262 -5.361 1.876
C -1.645 -4.362 0.681
C -3.231 -3.987 0.643
C -3.423 -2.943 -0.562
C -4.934 -2.801 -1.095
C -5.860 -1.822 -0.233
C -5.822 -0.274 -0.650
C -4.751 0.122 -1.773
C -4.379 1.712 -1.704
C -2.909 1.938 -2.374
C -2.028 3.053 -1.625
C -0.616 2.479 -1.051
C -0.081 3.428 0.140
C 0.228 2.664 1.500
C -0.914 2.245 2.487
C -2.485 2.515 2.182
B -3.092 1.033 1.787
O -2.292 0.273 0.826
O -4.285 0.476 2.355
C -0.634 1.493 3.838
C 0.817 1.114 4.257
C 1.948 1.525 3.283
C 1.693 2.285 1.928
C 2.980 2.587 1.054
O 3.137 3.550 0.264
C 4.228 1.579 1.238
C 5.297 1.283 0.065
C 4.799 0.086 -0.896
C 6.067 -0.578 -1.649
N 6.585 -1.817 -1.010
C 4.464 0.904 2.475
C 3.435 1.128 3.673
O 3.710 0.978 4.890
H 0.667 -5.791 0.658
H 0.484 -6.871 2.127
H 1.004 -5.108 2.327
H -1.848 -6.352 1.863
H -1.336 -4.826 2.893
H -1.034 -3.396 0.865
H -1.286 -4.788 -0.328
H -3.866 -4.920 0.469
H -3.438 -3.524 1.683
H -3.004 -1.937 -0.192
H -2.729 -3.268 -1.425
H -5.400 -3.858 -1.014
H -4.880 -2.570 -2.210
H -6.948 -2.191 -0.376
H -5.629 -2.016 0.881
H -5.669 0.411 0.268
H -6.877 -0.004 -1.040
H -5.284 0.002 -2.791
H -3.753 -0.424 -1.716
H -4.316 2.092 -0.614
H -5.188 2.340 -2.222
H -2.319 0.968 -2.490
H -3.122 2.320 -3.444
H -1.777 3.881 -2.392
H -2.650 3.549 -0.807
H 0.153 2.574 -1.910
H -0.662 1.371 -0.789
H -0.942 4.166 0.369
H 0.780 4.088 -0.236
H -2.951 2.841 3.184
H -2.648 3.276 1.347
H -2.685 0.353 -0.073
H -4.189 -0.500 2.200
H -1.499 1.194 4.528
H 1.000 0.541 5.227
H 5.508 2.258 -0.491
H 6.277 0.983 0.598
H 4.069 0.531 -1.673
H 4.252 -0.750 -0.334
H 6.918 0.197 -1.642
H 5.827 -0.795 -2.748
H 5.945 -2.615 -1.154
H 6.706 -1.724 0.007
H 5.320 0.180 2.657
C -3.445 6.641 -5.430
C -4.851 6.280 -4.967
N -4.895 5.673 -3.643
C -6.186 5.068 -3.326
C -7.398 5.992 -3.220
C -4.283 6.439 -2.561
C -4.812 7.850 -2.301
H -2.780 5.774 -5.385
H -3.473 6.989 -6.466
H -3.011 7.445 -4.829
H -5.251 5.565 -5.695
H -5.482 7.175 -5.025
H -6.097 4.494 -2.395
H -6.403 4.315 -4.094
H -7.383 6.572 -2.295
H -8.315 5.396 -3.206
H -7.471 6.681 -4.064
H -3.208 6.513 -2.761
H -4.342 5.864 -1.630
H -4.945 8.424 -3.220
H -4.100 8.398 -1.677
H -5.759 7.832 -1.761
C 5.291 -4.524 1.459
C 6.600 -5.273 1.239
N 7.652 -4.903 2.178
C 8.972 -5.394 1.790
C 9.185 -6.906 1.755
C 7.327 -5.036 3.595
C 6.895 -6.413 4.099
H 5.449 -3.442 1.450
H 4.585 -4.767 0.660
H 4.818 -4.799 2.405
H 6.936 -5.034 0.223
H 6.399 -6.350 1.258
H 9.730 -4.946 2.445
H 9.199 -4.997 0.793
H 9.266 -7.326 2.759
H 10.123 -7.133 1.241
H 8.388 -7.426 1.220
H 6.528 -4.325 3.831
H 8.175 -4.692 4.196
H 6.170 -6.894 3.439
H 6.423 -6.312 5.080
H 7.748 -7.082 4.225
*
```

Values from the calculation:
* DFT total energy: -56010.1583 eV
* frontier orbital gap: 7.11 eV
* structure (SMILES): CCCCCCCCCCCCCCc1c(CB(O)O)ccc2c1C(=O)C(CCCN)=CC2=O.CCN(CC)CC.CCN(CC)CC
* HOMO energy: -8.2 eV